# 1
DFT (the ωB97M-V functional and the def2-TZVPD basis) results for 3 unconnected molecules or ions with the total composition C4H10N2O at a distorted geometry.

Each line ends with the natural charge from an NBO analysis.
Geometry (Å):
C  -0.34  1.14  -0.24  0.525
C  0.00  -2.60  0.44  -0.677
C  0.27  -1.12  0.42  0.489
N  -1.02  1.91  -1.16  -0.789
N  -0.02  1.79  0.93  -0.796
C  -0.63  -0.25  -0.17  -0.528
O  1.42  -0.71  0.83  -0.706
H  1.82  0.25  -0.21  0.180
H  1.56  0.90  -0.79  -0.181
H  0.49  1.18  1.56  0.420
H  0.41  2.70  0.84  0.372
H  -0.99  2.91  -1.07  0.394
H  -1.29  1.46  -2.02  0.407
H  -1.51  -0.63  -0.68  0.220
H  -1.06  -2.82  0.31  0.210
H  0.55  -3.08  -0.37  0.231
H  0.33  -3.03  1.38  0.230

Computed properties:
relative energy (zero: lowest compared OMol25 entry of this formula, charge and spin): 73.28 kcal per mole
HOMO-LUMO gap: 9.14 eV
max |F|: 3.083 eV/A



# 2
DFT (the ωB97M-V functional and the def2-TZVPD basis) results for 2 unconnected molecules or ions with the total composition C4H10N2O at a distorted geometry.

Each line ends with the natural charge from an NBO analysis.
Geometry (Å):
N  1.30  0.89  -0.17  -0.793
C  0.12  0.21  0.54  -0.115
C  -0.60  -0.74  -0.39  -0.215
C  -1.62  -0.42  -1.20  -0.328
O  -1.29  2.27  -1.53  -0.898
C  0.75  -0.55  1.69  -0.346
N  1.44  -1.65  1.17  -0.335
H  -1.53  2.79  -2.31  0.432
H  0.82  1.25  -1.01  0.402
H  -0.50  1.01  0.95  0.226
H  -1.89  0.65  -1.44  0.285
H  -0.22  -1.76  -0.36  0.216
H  -1.98  -1.17  -1.91  0.198
H  1.42  0.20  2.15  0.316
H  -0.05  -0.78  2.43  0.260
H  1.98  -2.26  1.79  0.349
H  1.84  0.06  -0.39  0.348

Computed properties:
relative energy (zero: lowest compared OMol25 entry of this formula, charge and spin): 228.72 kcal per mole
HOMO-LUMO gap: 3.19 eV
max |F|: 2.326 eV/A



# 3
DFT (the ωB97M-V functional and the def2-TZVPD basis) results for a single C4H10N2O molecule at a distorted geometry.

Each line ends with the natural charge from an NBO analysis.
Geometry (Å):
C  -1.35  -1.00  -0.30  -0.603
C  0.00  -0.52  0.24  -0.131
C  1.06  -1.67  0.30  0.429
O  1.19  -2.08  1.42  -0.507
N  0.53  0.57  -0.65  -0.675
C  -0.37  1.65  -1.03  -0.055
N  -0.61  2.47  0.19  -0.877
H  -1.75  -1.63  0.60  0.216
H  -2.04  -0.20  -0.46  0.209
H  -1.20  -1.54  -1.15  0.202
H  -0.23  -0.27  1.33  0.198
H  1.59  -1.92  -0.63  0.130
H  1.51  0.84  -0.47  0.375
H  -1.42  1.24  -1.33  0.185
H  -0.06  2.18  -2.02  0.183
H  0.10  3.23  0.41  0.365
H  -1.50  2.78  0.31  0.357

Computed properties:
relative energy (zero: lowest compared OMol25 entry of this formula, charge and spin): 71.32 kcal per mole
HOMO-LUMO gap: 9.81 eV
SMILES: C[C@@H](C=O)NCN
max |F|: 4.567 eV/A



# 4
DFT (the ωB97M-V functional and the def2-TZVPD basis) results for 2 unconnected molecules or ions with the total composition C4H10N2O.

Each line ends with the natural charge from an NBO analysis.
Geometry (Å):
C  2.12  1.31  0.93  -0.423
N  1.07  0.46  0.44  -0.425
C  -0.15  0.44  1.21  -0.424
C  1.24  -0.28  -0.66  0.527
O  2.25  -0.29  -1.34  -0.635
H  2.97  1.22  0.24  0.244
H  1.79  2.35  0.96  0.191
H  2.43  1.01  1.93  0.191
H  -0.88  -0.22  0.73  0.250
H  -0.57  1.44  1.28  0.186
H  0.05  0.07  2.22  0.186
H  0.35  -0.89  -0.90  0.118
C  -2.62  -1.04  -1.66  -0.021
N  -2.13  -1.51  -0.62  -0.621
H  -3.17  -1.59  -2.43  0.151
H  -2.49  0.02  -1.84  0.160
H  -2.26  -2.52  -0.48  0.345

Computed properties:
relative energy (zero: lowest compared OMol25 entry of this formula, charge and spin): 45.69 kcal per mole
HOMO-LUMO gap: 9.96 eV
SMILES: CN(C)C=O.C=N
max |F|: 0.901 eV/A



# 5
DFT (the ωB97M-V functional and the def2-TZVPD basis) results for a single C4H10N2O molecule at a distorted geometry.

Each line ends with the natural charge from an NBO analysis.
Geometry (Å):
C  -1.61  0.78  -0.90  -0.617
C  -0.16  0.83  -0.44  -0.027
C  0.86  0.39  -1.49  -0.625
N  -0.02  0.15  0.86  -0.645
C  0.37  -1.14  1.00  0.781
N  0.65  -1.47  2.33  -0.857
O  0.44  -1.97  0.12  -0.649
H  -1.76  1.29  -1.83  0.208
H  -1.90  -0.24  -1.12  0.220
H  -2.24  1.25  -0.14  0.205
H  0.10  1.85  -0.19  0.181
H  1.86  0.44  -1.06  0.211
H  0.74  1.03  -2.35  0.209
H  0.71  -0.67  -1.72  0.244
H  -0.31  0.71  1.64  0.397
H  1.05  -2.39  2.43  0.389
H  1.24  -0.83  2.85  0.375

Computed properties:
relative energy (zero: lowest compared OMol25 entry of this formula, charge and spin): 5.77 kcal per mole
HOMO-LUMO gap: 10.43 eV
SMILES: CC(C)NC(N)=O
max |F|: 1.168 eV/A



# 6
DFT (the ωB97M-V functional and the def2-TZVPD basis) results for a single C4H10N2O molecule at a distorted geometry.

Each line ends with the natural charge from an NBO analysis.
Geometry (Å):
C  0.36  -1.43  1.15  -0.614
C  0.25  -0.14  0.36  -0.280
C  0.09  -0.30  -1.21  0.262
N  1.32  0.02  -1.89  -0.857
O  -0.87  0.74  -1.27  -0.570
C  -1.11  0.51  0.27  0.241
N  -1.18  1.76  0.94  -0.824
H  1.29  -1.95  0.90  0.208
H  -0.47  -2.10  0.94  0.204
H  0.37  -1.23  2.23  0.215
H  1.06  0.56  0.63  0.204
H  -0.32  -1.28  -1.49  0.156
H  1.64  0.96  -1.71  0.364
H  2.09  -0.62  -1.69  0.363
H  -1.99  -0.13  0.39  0.188
H  -0.46  2.41  0.64  0.371
H  -2.07  2.24  0.79  0.367

Computed properties:
relative energy (zero: lowest compared OMol25 entry of this formula, charge and spin): 48.57 kcal per mole
HOMO-LUMO gap: 9.86 eV
SMILES: C[C@H]1[C@H](N)O[C@@H]1N
max |F|: 3.038 eV/A



# 7
DFT (the ωB97M-V functional and the def2-TZVPD basis) results for a single C4H10N2O molecule at a distorted geometry.

Each line ends with the natural charge from an NBO analysis.
Geometry (Å):
N  1.87  -1.32  -1.58  -0.693
N  0.65  -1.20  -0.85  -0.511
C  0.52  0.48  -0.27  0.247
O  -0.23  1.33  -1.06  -0.703
C  -0.13  -0.06  0.90  -0.220
C  -1.62  -0.01  1.04  -0.428
C  -1.03  1.16  1.76  -0.453
H  1.72  -1.28  -2.59  0.328
H  2.27  -2.22  -1.37  0.348
H  -0.15  -1.25  -1.48  0.324
H  1.56  0.80  -0.13  0.176
H  0.32  1.60  -1.81  0.484
H  0.48  -0.68  1.53  0.242
H  -2.18  0.21  0.15  0.221
H  -2.05  -0.81  1.65  0.217
H  -0.90  1.13  2.83  0.207
H  -1.11  2.13  1.30  0.215

Computed properties:
relative energy (zero: lowest compared OMol25 entry of this formula, charge and spin): 109.66 kcal per mole
HOMO-LUMO gap: 8.87 eV
SMILES: NN[C@@H](O)C1CC1
max |F|: 5.585 eV/A



# 8
DFT (the ωB97M-V functional and the def2-TZVPD basis) results for 2 unconnected molecules or ions with the total composition C4H10N2O at a distorted geometry.

Each line ends with the natural charge from an NBO analysis.
Geometry (Å):
N  2.10  1.13  -1.11  -0.645
N  1.67  0.78  0.15  -0.304
C  1.66  -0.46  0.48  0.287
O  1.99  -1.48  -0.39  -0.709
H  1.91  0.46  -1.84  0.355
H  1.76  2.05  -1.35  0.365
H  1.70  -0.67  1.54  0.176
H  1.94  -2.32  0.06  0.492
C  -2.36  -1.05  0.76  -0.418
C  -1.41  -0.36  0.15  -0.158
C  -1.32  1.09  -0.05  -0.684
H  -3.28  -0.60  1.07  0.187
H  -2.29  -2.12  0.89  0.194
H  -0.39  -0.85  0.02  0.181
H  -2.14  1.63  0.42  0.212
H  -1.28  1.36  -1.11  0.213
H  -0.25  1.39  0.30  0.257

Computed properties:
relative energy (zero: lowest compared OMol25 entry of this formula, charge and spin): 85.09 kcal per mole
HOMO-LUMO gap: 9.35 eV
SMILES: N/N=C\O.C=CC
max |F|: 2.403 eV/A



# 9
DFT (the ωB97M-V functional and the def2-TZVPD basis) results for 2 unconnected molecules or ions with the total composition C4H10N2O.

Each line ends with the natural charge from an NBO analysis.
Geometry (Å):
C  -0.96  1.63  0.02  -0.431
C  -1.28  -0.80  -0.34  -0.429
N  -0.91  0.27  0.60  -0.468
H  -1.53  0.23  1.41  0.397
H  -0.25  1.66  -0.81  0.257
H  -0.65  2.34  0.78  0.217
H  -1.97  1.86  -0.32  0.201
H  -1.07  -1.76  0.14  0.231
H  -2.34  -0.74  -0.60  0.198
H  -0.66  -0.70  -1.23  0.238
C  0.64  -0.04  1.37  0.407
C  2.22  -0.87  -0.88  -0.140
N  1.77  0.29  -0.77  -0.649
O  0.75  -1.16  1.75  -0.562
H  1.36  0.63  0.74  0.266
H  2.12  -1.64  -0.08  0.119
H  2.76  -1.21  -1.78  0.145

Computed properties:
relative energy (zero: lowest compared OMol25 entry of this formula, charge and spin): 118.58 kcal per mole
HOMO-LUMO gap (spin up / spin down): 7.46 / 7.46 eV
max |F|: 0.811 eV/A



# 10
DFT (the ωB97M-V functional and the def2-TZVPD basis) results for 2 unconnected molecules or ions with the total composition C4H10N2O2 at a distorted geometry.

Each line ends with the natural charge from an NBO analysis.
Geometry (Å):
N  -0.48  -1.50  -0.94  -0.847
C  0.93  -1.17  -0.98  0.008
N  1.57  -1.75  0.19  -0.827
C  1.09  0.34  -1.13  0.450
O  0.30  1.03  -1.75  -0.617
H  -0.97  -0.95  -1.64  0.377
H  -0.62  -2.49  -1.13  0.370
H  1.46  -1.58  -1.86  0.170
H  2.53  -1.41  0.26  0.354
H  1.07  -1.43  1.01  0.375
H  2.09  0.72  -0.84  0.116
C  -1.75  1.49  1.69  -0.721
C  -0.66  1.36  0.69  0.476
O  0.40  0.81  0.91  -0.545
H  -1.47  1.08  2.65  0.230
H  -2.01  2.55  1.81  0.236
H  -2.64  0.99  1.32  0.245
H  -0.85  1.91  -0.25  0.150

Computed properties:
relative energy (zero: lowest compared OMol25 entry of this formula, charge and spin): 57.45 kcal per mole
HOMO-LUMO gap: 9.85 eV
SMILES: NC(N)C=O.CC=O
max |F|: 1.018 eV/A



# 11
DFT (the ωB97M-V functional and the def2-TZVPD basis) results for 2 unconnected molecules or ions with the total composition C4H10N2O2 at a distorted geometry.

Each line ends with the natural charge from an NBO analysis.
Geometry (Å):
C  1.68  -0.22  1.26  -0.751
C  1.79  1.27  1.66  0.699
N  1.95  2.07  0.55  -0.852
O  1.80  1.65  2.80  -0.581
H  1.33  -0.84  2.09  0.230
H  2.49  -0.75  0.79  0.220
H  0.89  -0.31  0.52  0.247
H  2.58  2.86  0.55  0.396
H  1.80  1.67  -0.36  0.381
C  -1.01  -1.39  -1.59  -0.738
C  -1.74  -0.54  -0.53  0.684
N  -3.06  -0.34  -0.80  -0.827
O  -1.16  -0.04  0.41  -0.616
H  -0.49  -0.74  -2.30  0.237
H  -1.70  -2.07  -2.08  0.221
H  -0.09  -1.78  -1.13  0.247
H  -3.64  0.11  -0.11  0.408
H  -3.42  -0.60  -1.69  0.392

Computed properties:
relative energy (zero: lowest compared OMol25 entry of this formula, charge and spin): 23.92 kcal per mole
HOMO-LUMO gap: 10.03 eV
SMILES: CC(N)=O.CC(N)=O
max |F|: 2.362 eV/A



# 12
DFT (the ωB97M-V functional and the def2-TZVPD basis) results for 3 unconnected molecules or ions with the total composition C4H10N2O2 at a distorted geometry.

Each line ends with the natural charge from an NBO analysis.
Geometry (Å):
C  0.40  2.73  -0.73  -0.636
C  0.53  1.28  -0.40  0.096
C  1.55  0.46  -0.68  -0.115
N  1.27  -0.80  -0.22  -0.457
C  0.10  -0.74  0.34  0.146
N  -0.38  0.53  0.27  -0.519
H  -0.44  2.93  -1.40  0.215
H  0.28  3.34  0.17  0.218
H  1.26  3.03  -1.30  0.231
H  2.53  0.73  -1.05  0.202
H  -0.25  -1.61  0.87  0.204
H  -1.30  0.85  0.48  0.414
O  0.82  -5.50  -3.66  -0.925
H  0.86  -5.19  -2.74  0.464
H  1.63  -6.02  -3.63  0.461
O  -2.71  1.22  4.28  -0.941
H  -3.58  0.85  4.46  0.470
H  -2.58  1.91  4.93  0.471

Computed properties:
relative energy (zero: lowest compared OMol25 entry of this formula, charge and spin): 41.07 kcal per mole
HOMO-LUMO gap: 9.17 eV
SMILES: Cc1cnc[nH]1.O.O
max |F|: 1.258 eV/A



# 13
DFT (the ωB97M-V functional and the def2-TZVPD basis) results for 3 unconnected molecules or ions with the total composition C4H10N2O2 at a distorted geometry.

Each line ends with the natural charge from an NBO analysis.
Geometry (Å):
C  -0.52  -1.43  -2.87  -0.644
C  -0.66  -0.74  -1.55  0.114
C  0.10  -0.81  -0.42  -0.089
N  -0.48  -0.05  0.56  -0.483
C  -1.58  0.42  0.08  0.192
N  -1.73  0.05  -1.22  -0.509
H  -0.04  -2.40  -2.74  0.236
H  -1.47  -1.59  -3.38  0.222
H  0.16  -0.88  -3.50  0.229
H  1.01  -1.37  -0.40  0.217
H  -2.34  0.94  0.64  0.207
H  -2.49  0.37  -1.79  0.420
O  0.81  0.38  2.61  -1.038
H  0.13  0.19  1.87  0.487
H  0.47  0.24  3.50  0.468
O  3.00  1.79  1.79  -0.984
H  2.29  1.29  2.26  0.505
H  3.33  1.18  1.12  0.452

Computed properties:
relative energy (zero: lowest compared OMol25 entry of this formula, charge and spin): 32.15 kcal per mole
HOMO-LUMO gap: 9.81 eV
SMILES: Cc1cnc[nH]1.O.O
max |F|: 1.100 eV/A



# 14
DFT (the ωB97M-V functional and the def2-TZVPD basis) results for a molecular structure, C4H10N2O2 at a distorted geometry.

Each line ends with the natural charge from an NBO analysis.
Geometry (Å):
C  1.87  0.67  -0.38  0.066
C  0.50  1.10  0.12  -0.469
C  0.04  0.21  1.23  -0.311
N  0.71  -1.07  1.32  -0.490
N  2.49  -0.31  -0.05  -0.211
C  -2.58  -0.19  -0.59  0.633
O  -2.13  0.95  -0.78  -0.763
O  -1.94  -1.13  -0.08  -0.704
H  2.21  1.39  -1.13  0.288
H  0.35  -1.08  -2.07  -0.031
H  -0.17  0.99  -0.77  0.343
H  0.46  2.18  0.22  0.264
H  -0.14  0.70  2.18  0.204
H  -0.98  -0.14  0.88  0.390
H  1.00  -1.16  2.29  0.368
H  1.70  -0.99  0.79  0.325
H  -3.65  -0.37  -0.82  0.071
H  0.27  -1.76  -2.36  0.029

Computed properties:
relative energy (zero: lowest compared OMol25 entry of this formula, charge and spin): 186.66 kcal per mole
HOMO-LUMO gap: 5.39 eV
max |F|: 2.124 eV/A